Entry 1:
DFT (ωB97M-V/def2-TZVPD) results for one molecule with the formula C4H9NO2 at a distorted geometry.

The value obtained for the HOMO energy is -0.3556 Eh. For the energy above the lowest of the compared OMol25 structures with the same formula, charge and spin, the calculation gives 298.5 kJ/mol. The calculation puts the total energy at -9876.96735 eV. The SMILES is O=CCCNCO. The orbital gap is 10.36 eV.

Structure (ORCA input):
```
! wB97M-V def2-TZVPD RIJCOSX def2/J DEFGRID3
* xyz 0 1
C -0.0505 0.2656 -0.2375
C -0.5877 1.6235 0.1978
C -1.9573 1.8921 -0.5347
O -1.8929 1.9726 -1.7524
N 0.4910 -0.5440 0.8479
C 1.5714 -1.3882 0.4324
O 1.3588 -2.4182 -0.5956
H 0.5266 0.2003 -1.1451
H -0.9432 -0.3045 -0.6801
H -0.5836 1.7987 1.2274
H 0.0070 2.4072 -0.2157
H -2.9072 1.7606 0.0188
H -0.1979 -1.1863 1.2076
H 1.8713 -1.9259 1.4710
H 2.4469 -0.8994 -0.0457
H 0.8474 -3.2541 -0.1962
*
```

Entry 2:
DFT (ωB97M-V/def2-TZVPD) results for one molecule with the formula C4H9NO2.

The value obtained for the HOMO energy is -0.3440 Eh. For the energy above the lowest of the compared OMol25 structures with the same formula, charge and spin, the calculation gives 67.8 kJ/mol. The calculation puts the total energy at -9879.35832 eV. The SMILES is NC(=O)CCCO. The orbital gap is 9.85 eV.

Structure (ORCA input):
```
! wB97M-V def2-TZVPD RIJCOSX def2/J DEFGRID3
* xyz 0 1
N 1.5075 0.4635 1.2631
C 1.1883 -0.8470 1.0910
O 1.4334 -1.7069 1.9225
C 0.4649 -1.1738 -0.2098
C -0.9755 -0.6292 -0.2411
C -1.1562 0.8138 -0.7614
O 0.1037 1.4399 -0.9900
H 1.9177 0.7391 2.1413
H 1.2128 1.1595 0.5906
H 1.0301 -0.7943 -1.0658
H 0.4377 -2.2649 -0.2646
H -1.5786 -1.2891 -0.8732
H -1.3995 -0.7094 0.7648
H -1.7245 0.7906 -1.7009
H -1.7399 1.4028 -0.0402
H -0.0648 2.2911 -1.4121
*
```

Entry 3:
DFT (ωB97M-V/def2-TZVPD) results for one molecule with the formula C4H9NO2.

The value obtained for the HOMO energy is -0.3615 Eh. For the energy above the lowest of the compared OMol25 structures with the same formula, charge and spin, the calculation gives 140.4 kJ/mol. The calculation puts the total energy at -9878.60600 eV. The SMILES is COCCNC=O. The orbital gap is 10.76 eV.

Structure (ORCA input):
```
! wB97M-V def2-TZVPD RIJCOSX def2/J DEFGRID3
* xyz 0 1
C 0.9950 -1.4795 1.0529
O 0.7815 -0.0857 1.1150
C 1.0328 0.5865 -0.1026
C -0.1607 1.5013 -0.4232
N -1.4341 0.8233 -0.2395
C -1.6904 -0.3597 -0.8519
O -1.0318 -0.8301 -1.7612
H 0.5024 -1.9184 0.1736
H 2.0662 -1.7274 1.0141
H 0.5662 -1.9180 1.9599
H 1.1760 -0.1417 -0.9096
H 1.9439 1.1949 -0.0161
H -0.0880 1.8758 -1.4514
H -0.1768 2.3731 0.2401
H -1.8960 0.9705 0.6450
H -2.5862 -0.8649 -0.4451
*
```

Entry 4:
DFT (ωB97M-V/def2-TZVPD) results for a 3-piece molecular cluster, C4H9NO2 overall at a distorted geometry.

The value obtained for the HOMO energy is -0.3290 Eh. For the energy above the lowest of the compared OMol25 structures with the same formula, charge and spin, the calculation gives 765.8 kJ/mol. The calculation puts the total energy at -9872.12385 eV. The orbital gap is 5.96 eV.

Structure (ORCA input):
```
! wB97M-V def2-TZVPD RIJCOSX def2/J DEFGRID3
* xyz 0 1
C 1.9986 -0.1896 0.0931
N 1.2109 -0.4019 -0.9882
C 0.2925 -1.4057 -0.6658
C -0.4649 1.2438 1.1727
C -0.7495 1.7956 -0.0214
O -1.9570 -0.4242 -0.4871
O 2.2286 0.7969 0.7322
H 2.6217 -1.0938 0.3296
H 0.0532 -1.9675 -1.5673
H 0.6246 -2.0642 0.1329
H -0.7076 -0.8778 -0.3058
H 0.5469 1.2394 1.5577
H -1.2126 0.6463 1.6753
H -1.7781 1.7734 -0.3670
H 0.0375 1.9345 -0.7617
H -2.7448 -1.0051 -0.5291
*
```

Entry 5:
DFT (ωB97M-V/def2-TZVPD) results for one molecule with the formula C4H9NO2 at a distorted geometry.

The value obtained for the HOMO energy is -0.3397 Eh. For the energy above the lowest of the compared OMol25 structures with the same formula, charge and spin, the calculation gives 181.0 kJ/mol. The calculation puts the total energy at -9878.18465 eV. The SMILES is C[C@H](O)[C@@H](N)C=O. The orbital gap is 10.05 eV.

Structure (ORCA input):
```
! wB97M-V def2-TZVPD RIJCOSX def2/J DEFGRID3
* xyz 0 1
O -0.3428 -1.1138 2.3308
C -0.7218 -0.3748 1.4458
C 0.2872 0.2708 0.4969
C 0.2790 -0.4849 -0.8345
C 1.3746 -0.0477 -1.8477
O -1.0094 -0.3419 -1.4024
N 0.0688 1.6902 0.3630
H -1.7615 -0.0144 1.4777
H 1.2981 0.0695 0.8635
H 0.4171 -1.5488 -0.6065
H 1.0001 0.0262 -2.8649
H 2.2226 -0.6997 -1.6898
H 1.6543 0.9849 -1.6070
H -1.0908 0.1429 -2.2242
H -0.8758 1.9192 0.1007
H 0.2687 2.1682 1.2241
*
```

Entry 6:
DFT (ωB97M-V/def2-TZVPD) results for a 2-piece molecular cluster, C4H9NO2 overall at a distorted geometry.

The value obtained for the HOMO energy is -0.3008 Eh. For the energy above the lowest of the compared OMol25 structures with the same formula, charge and spin, the calculation gives 488.4 kJ/mol. The calculation puts the total energy at -9874.99923 eV. The SMILES is C/C=N\O.C=CO. The orbital gap is 9.05 eV.

Structure (ORCA input):
```
! wB97M-V def2-TZVPD RIJCOSX def2/J DEFGRID3
* xyz 0 1
C -1.2789 0.6145 -0.2143
C -2.4322 -0.0863 -0.9481
C 1.5679 -0.6729 0.3266
C 2.2854 0.4669 0.5405
N -0.7190 0.1038 0.7983
O -1.2549 -1.1474 1.0732
O 2.6240 1.2138 -0.5358
H -0.8971 1.5075 -0.6253
H -2.0737 -0.0450 -1.9460
H -3.3080 0.4963 -0.8443
H -2.5067 -1.1574 -0.6820
H 1.3424 -0.8441 -0.7398
H 1.2422 -1.2806 1.0730
H 2.4983 0.8038 1.6103
H -0.4424 -1.7124 1.3185
H 3.3527 1.7396 -0.2048
*
```

- Look up the orbital gap of the second one.
  9.85 eV

- Which of these has the highest orbital gap?
  number 3

- Which value of orbital gap does entry 1 give?
  10.36 eV